Record 1
# C23H31BBr36FIN3O4

C23H31BBr36FIN3O4 as an isolated structure in a non-equilibrium geometry (the ωB97M-V functional and the def2-TZVPD basis, OMol25).

Values from the calculation:
Gap between HOMO and LUMO ... 5.7 eV
Energy above the lowest of the compared OMol25 structures with the same formula, charge and spin ... 4.483 eV
HOMO level ... -10.9917 eV
E ... -94446.36420 Eh

The geometry in ORCA input format:
```
! wB97M-V def2-TZVPD RIJCOSX def2/J DEFGRID3
* xyz 1 1
C -1.308 -2.798 5.059
O -2.129 -3.537 4.079
B -1.765 -3.125 2.708
O -0.311 -3.232 2.335
C -2.796 -2.612 1.538
N -4.008 -3.492 1.642
I -4.763 -4.142 -0.212
C -5.081 -3.058 2.608
C -5.143 -1.477 2.968
N -3.803 -0.731 2.877
C -4.194 0.698 3.155
C -4.050 0.982 4.797
F -5.089 1.933 5.271
C -3.107 -0.962 1.567
C -1.684 -0.273 1.298
C -0.921 0.298 2.801
C -0.083 1.812 2.634
O 0.643 0.344 2.789
O -4.134 -0.835 0.518
C -4.189 0.432 -0.173
N -4.234 1.709 -0.498
H -0.625 -1.965 4.595
H -2.047 -2.269 5.798
H -0.618 -3.502 5.703
H -0.223 -3.347 1.332
H -2.274 -2.863 0.497
H -3.647 -4.412 2.047
H -6.136 -3.406 2.170
H -4.981 -3.649 3.640
H -5.996 -0.992 2.331
H -5.488 -1.376 4.106
H -3.481 1.479 2.645
H -5.287 0.993 2.866
H -4.177 -0.014 5.428
H -2.981 1.447 5.050
H -0.854 -0.984 0.817
H -1.629 0.723 0.701
H -1.524 0.089 3.882
H 0.478 2.199 3.604
H 0.321 2.056 1.543
C -2.517 4.960 -2.288
Br -2.591 5.749 -4.064
Br -0.775 4.177 -1.916
Br -3.051 6.225 -0.910
H -3.245 4.142 -2.271
C 2.555 5.061 -4.341
Br 3.539 3.383 -4.351
Br 3.415 6.397 -3.218
Br 2.238 5.725 -6.142
H 1.575 4.855 -3.898
C -5.742 0.514 -3.889
Br -7.570 0.872 -3.328
Br -4.811 2.142 -4.405
Br -4.756 -0.490 -2.546
H -5.799 -0.118 -4.782
C 2.754 -3.181 -1.006
Br 0.998 -4.009 -0.882
Br 2.780 -1.412 -0.198
Br 4.148 -4.328 -0.282
H 2.970 -3.049 -2.072
C 2.124 0.809 -7.587
Br 0.296 1.167 -7.026
Br 3.055 2.437 -8.103
Br 3.110 -0.194 -6.244
H 2.066 0.177 -8.480
C -2.450 -2.163 9.218
Br -2.653 -0.812 7.833
Br -0.683 -2.975 9.184
Br -2.893 -1.466 10.980
H -3.171 -2.957 8.999
C 2.396 9.925 -7.520
Br 2.778 8.719 -8.998
Br 0.909 9.293 -6.437
Br 3.978 10.275 -6.444
H 2.089 10.880 -7.958
C 1.749 -6.093 5.191
Br 1.675 -5.303 3.414
Br 3.491 -6.875 5.562
Br 1.215 -4.827 6.568
H 1.021 -6.910 5.208
C 7.132 2.752 -5.522
Br 8.023 2.914 -7.243
Br 6.496 0.941 -5.204
Br 8.250 3.392 -4.064
H 6.250 3.399 -5.556
C 3.988 -8.580 0.527
Br 2.179 -8.865 1.182
Br 4.007 -8.080 -1.353
Br 4.963 -7.304 1.625
H 4.512 -9.538 0.608
C 5.996 5.883 -9.381
Br 6.378 4.677 -10.859
Br 4.509 5.252 -8.298
Br 7.578 6.233 -8.305
H 5.689 6.838 -9.819
C 4.278 -1.664 4.580
Br 2.691 -0.954 3.708
Br 3.841 -3.093 5.826
Br 5.627 -2.216 3.292
H 4.712 -0.849 5.168
*
```

Record 2
# C23H31Br2F4INO5

A 2-piece molecular cluster, C23H31Br2F4INO5 overall in a non-equilibrium geometry (the ωB97M-V functional and the def2-TZVPD basis, OMol25).

Values from the calculation:
Gap between HOMO and LUMO ... 9.0 eV
HOMO level ... -12.0192 eV
E ... -7170.91604 Eh

The geometry in ORCA input format:
```
! wB97M-V def2-TZVPD RIJCOSX def2/J DEFGRID3
* xyz 1 1
C 4.003 2.665 -1.150
C 2.661 2.092 -1.632
C 1.886 1.424 -0.517
F 1.135 2.336 0.156
N 0.996 0.279 -0.902
C 1.510 -0.785 -1.796
C 0.224 -1.618 -2.122
I -0.016 -1.396 -4.300
C 0.387 -3.155 -1.882
Br -0.703 -4.181 -3.104
C 0.105 -3.612 -0.445
C 0.589 -5.048 -0.246
Br 1.081 -2.546 0.884
C -0.928 -0.911 -1.395
C -2.354 -1.186 -1.811
C -3.298 -0.699 -0.727
O -3.631 0.446 -0.644
C -3.724 -1.752 0.254
C -3.047 -1.901 1.464
C -3.449 -2.921 2.330
C -4.496 -3.776 1.995
C -5.174 -3.592 0.791
C -4.791 -2.583 -0.092
C -0.452 0.543 -1.237
C -0.555 1.542 -2.409
O -1.680 1.273 -3.221
C -2.358 2.369 -3.653
F -3.192 2.815 -2.731
F -1.542 3.356 -4.004
F -3.058 2.009 -4.709
H 4.668 2.692 -2.009
H 4.482 2.014 -0.423
H 3.896 3.682 -0.794
H 2.837 1.450 -2.491
H 2.047 2.916 -1.996
H 2.608 1.026 0.197
H 0.896 -0.238 -0.014
H 2.253 -1.403 -1.307
H 1.899 -0.452 -2.745
H 1.421 -3.393 -2.119
H -0.960 -3.607 -0.225
H 0.235 -5.693 -1.043
H 0.303 -5.438 0.725
H 1.678 -5.056 -0.292
H -0.870 -1.289 -0.366
H -2.629 -0.795 -2.784
H -2.467 -2.267 -1.879
H -2.235 -1.239 1.728
H -2.911 -3.048 3.260
H -4.760 -4.563 2.683
H -5.985 -4.256 0.533
H -5.328 -2.461 -1.021
H -0.925 1.045 -0.399
H 0.337 1.447 -3.032
H -0.570 2.545 -1.994
C 4.414 4.023 6.228
O 4.046 4.190 4.854
C 2.834 3.740 4.552
O 2.056 3.220 5.307
O 2.620 3.959 3.249
C 1.341 3.524 2.790
H 5.415 4.430 6.330
H 3.733 4.571 6.876
H 4.422 2.968 6.497
H 0.544 4.053 3.310
H 1.228 2.449 2.929
H 1.294 3.767 1.742
*
```

Which value of HOMO level does entry 1 give?
-10.9917 eV